# C40H109N13O17

12 unconnected molecules or ions with the total composition C40H109N13O17 at a distorted geometry (wB97M-V/def2-TZVPD, OMol25).

Calculated values
Gap between HOMO and LUMO in eV: 8.8
HOMO energy in eV: -8.520
Electronic energy in Eh: -3579.9789
SMILES: COCCNCCOC.COCCNCCOC.COCCNCCOC.COCCNCCOC.COCCNCCOC.NC(N)=O.NC(N)=O.NC(N)=O.NC(N)=O.CCO.CCO.CCO
Relative energy (zero: lowest compared OMol25 entry of this formula, charge and spin) in kJ/mol: 523.0

Last columns: bonded neighbours and bond lengths (Å).
Cartesian coordinates (Å):
1 C 7.3603 0.9575 -2.9790  O2 1.447, H10 1.090, H11 1.090, H12 1.090
2 O 6.1399 0.1880 -2.8656  C1 1.447, C3 1.443
3 C 6.0247 -0.5014 -1.6027  O2 1.443, C4 1.545, H13 1.090, H14 1.090
4 C 4.9307 -1.5930 -1.6049  C3 1.545, N5 1.443, H15 1.090, H16 1.090
5 N 5.2947 -2.4811 -2.6826  C4 1.443, C6 1.521, H17 1.010
6 C 4.3127 -3.5610 -3.1111  N5 1.521, C7 1.493, H18 1.090, H19 1.090
7 C 3.6185 -4.3100 -2.0214  C6 1.493, O8 1.445, H20 1.090, H21 1.090
8 O 4.5266 -5.2528 -1.4085  C7 1.445, C9 1.429
9 C 4.0182 -5.6264 -0.1267  O8 1.429, H22 1.090, H23 1.090, H24 1.090
10 H 7.3288 1.6046 -3.8556  C1 1.090
11 H 8.1513 0.2407 -3.1994  C1 1.090
12 H 7.6325 1.5162 -2.0835  C1 1.090
13 H 5.6377 0.2254 -0.8885  C3 1.090
14 H 7.0577 -0.8219 -1.4674  C3 1.090
15 H 3.9334 -1.2491 -1.8792  C4 1.090
16 H 4.9125 -2.1681 -0.6791  C4 1.090
17 H 5.9396 -3.0936 -2.2040  N5 1.010
18 H 4.8406 -4.2824 -3.7347  C6 1.090
19 H 3.6792 -3.1596 -3.9021  C6 1.090
20 H 2.7604 -4.8168 -2.4630  C7 1.090
21 H 3.1182 -3.6675 -1.2967  C7 1.090
22 H 3.5594 -4.8278 0.4562  C9 1.090
23 H 4.8398 -6.1386 0.3739  C9 1.090
24 H 3.3137 -6.4474 -0.2592  C9 1.090
25 C 5.0698 -5.3568 4.0516  O26 1.492, H34 1.090, H35 1.090, H36 1.090
26 O 3.6262 -5.1943 4.3921  C25 1.492, C27 1.396
27 C 2.8624 -4.6197 3.3747  O26 1.396, C28 1.569, H37 1.090, H38 1.090
28 C 1.4412 -4.3407 3.9786  C27 1.569, N29 1.436, H39 1.090, H40 1.090
29 N 1.4648 -2.9880 4.4601  C28 1.436, C30 1.451, H41 1.010
30 C 0.3155 -2.6212 5.2672  N29 1.451, C31 1.556, H42 1.090, H43 1.090
31 C -0.9552 -2.4573 4.3851  C30 1.556, O32 1.397, H44 1.090, H45 1.090
32 O -0.7327 -1.4519 3.4405  C31 1.397, C33 1.421
33 C -1.8570 -0.5861 3.3684  O32 1.421, H46 1.090, H47 1.090, H48 1.090
34 H 5.5841 -4.3976 3.9926  C25 1.090
35 H 5.1043 -5.8675 3.0892  C25 1.090
36 H 5.5816 -5.9132 4.8368  C25 1.090
37 H 2.8323 -5.4282 2.6444  C27 1.090
38 H 3.3555 -3.7669 2.9082  C27 1.090
39 H 1.3658 -4.9659 4.8683  C28 1.090
40 H 0.5943 -4.6138 3.3491  C28 1.090
41 H 2.2312 -2.9172 5.1140  N29 1.010
42 H 0.4377 -1.7373 5.8932  C30 1.090
43 H -0.0797 -3.3804 5.9421  C30 1.090
44 H -1.7378 -2.0486 5.0244  C31 1.090
45 H -1.2493 -3.4134 3.9523  C31 1.090
46 H -2.8291 -1.0793 3.3736  C33 1.090
47 H -1.7824 0.1050 2.5289  C33 1.090
48 H -1.8461 0.0944 4.2198  C33 1.090
49 C 2.2932 7.7873 4.9230  O50 1.369, H58 1.090, H59 1.090, H60 1.090
50 O 1.2361 8.1227 4.1197  C49 1.369, C51 1.447
51 C 0.2028 8.9192 4.7464  O50 1.447, C52 1.582, H61 1.090, H62 1.090
52 C -1.1146 8.8964 3.8717  C51 1.582, N53 1.441, H63 1.090, H64 1.090
53 N -1.9572 7.7479 4.0915  C52 1.441, C54 1.508, H65 1.010
54 C -1.3309 6.3827 4.2264  N53 1.508, C55 1.443, H66 1.090, H67 1.090
55 C -2.1960 5.3411 3.7285  C54 1.443, O56 1.497, H68 1.090, H69 1.090
56 O -1.4962 4.0834 3.3154  C55 1.497, C57 1.416
57 C -2.3174 3.1084 2.6994  O56 1.416, H70 1.090, H71 1.090, H72 1.090
58 H 2.1025 6.8793 5.4951  C49 1.090
59 H 2.9588 8.4897 5.4246  C49 1.090
60 H 2.9604 7.2780 4.2276  C49 1.090
61 H 0.5845 9.9261 4.5779  C51 1.090
62 H 0.0592 8.7337 5.8109  C51 1.090
63 H -0.8221 9.1122 2.8441  C52 1.090
64 H -1.6494 9.8221 4.0838  C52 1.090
65 H -2.6026 7.7637 3.3148  N53 1.010
66 H -1.1934 6.1649 5.2855  C54 1.090
67 H -0.3364 6.3265 3.7839  C54 1.090
68 H -2.6963 5.7045 2.8308  C55 1.090
69 H -2.9535 4.9741 4.4209  C55 1.090
70 H -2.6021 3.1974 1.6511  C57 1.090
71 H -3.2288 3.0461 3.2940  C57 1.090
72 H -1.7977 2.1598 2.8343  C57 1.090
73 C -2.2365 -0.7731 -0.7260  O74 1.449, H82 1.090, H83 1.090, H84 1.090
74 O -3.2310 -1.0103 0.3013  C73 1.449, C75 1.437
75 C -4.0888 0.1416 0.2673  O74 1.437, C76 1.487, H85 1.090, H86 1.090
76 C -5.1416 -0.1824 1.2668  C75 1.487, N77 1.406, H87 1.090, H88 1.090
77 N -5.8216 -1.3300 0.8210  C76 1.406, C78 1.484, H89 1.010
78 C -7.0902 -1.6626 1.5161  N77 1.484, C79 1.544, H90 1.090, H91 1.090
79 C -7.4996 -3.1351 1.2973  C78 1.544, O80 1.424, H92 1.090, H93 1.090
80 O -6.4375 -4.0508 1.5433  C79 1.424, C81 1.427
81 C -6.8698 -5.3953 1.3364  O80 1.427, H94 1.090, H95 1.090, H96 1.090
82 H -1.3569 -1.4067 -0.6120  C73 1.090
83 H -1.9202 0.2637 -0.8409  C73 1.090
84 H -2.5866 -1.1340 -1.6931  C73 1.090
85 H -4.5916 0.2959 -0.6874  C75 1.090
86 H -3.6216 1.1031 0.4800  C75 1.090
87 H -5.9327 0.5639 1.3402  C76 1.090
88 H -4.6487 -0.3198 2.2292  C76 1.090
89 H -5.2339 -2.0819 1.1519  N77 1.010
90 H -7.9187 -1.0429 1.1731  C78 1.090
91 H -6.9969 -1.4298 2.5769  C78 1.090
92 H -7.8399 -3.4470 0.3098  C79 1.090
93 H -8.2847 -3.4283 1.9943  C79 1.090
94 H -7.0534 -5.5797 0.2780  C81 1.090
95 H -7.8094 -5.6455 1.8290  C81 1.090
96 H -6.1478 -6.1154 1.7216  C81 1.090
97 C -6.0905 -5.3908 -6.3094  O98 1.432, H106 1.090, H107 1.090, H108 1.090
98 O -5.1323 -4.7721 -5.4436  C97 1.432, C99 1.485
99 C -4.1841 -5.8194 -4.9866  O98 1.485, C100 1.490, H109 1.090, H110 1.090
100 C -3.3441 -5.3271 -3.8592  C99 1.490, N101 1.492, H111 1.090, H112 1.090
101 N -2.3483 -4.3334 -4.3560  C100 1.492, C102 1.445, H113 1.010
102 C -1.8481 -3.6109 -3.2091  N101 1.445, C103 1.522, H114 1.090, H115 1.090
103 C -0.6047 -2.8357 -3.6223  C102 1.522, O104 1.435, H116 1.090, H117 1.090
104 O -0.6912 -1.8758 -4.6855  C103 1.435, C105 1.469
105 C 0.2092 -0.7150 -4.6832  O104 1.469, H118 1.090, H119 1.090, H120 1.090
106 H -5.7416 -6.2960 -6.8063  C97 1.090
107 H -6.4155 -4.7729 -7.1464  C97 1.090
108 H -6.9178 -5.5883 -5.6277  C97 1.090
109 H -3.4944 -6.1587 -5.7594  C99 1.090
110 H -4.8134 -6.6262 -4.6109  C99 1.090
111 H -2.6888 -6.1817 -3.6904  C100 1.090
112 H -3.8653 -5.0494 -2.9431  C100 1.090
113 H -2.8628 -3.7845 -5.0298  N101 1.010
114 H -1.6955 -4.3118 -2.3884  C102 1.090
115 H -2.6414 -2.9220 -2.9188  C102 1.090
116 H 0.2567 -3.4353 -3.9167  C103 1.090
117 H -0.1639 -2.4715 -2.6944  C103 1.090
118 H 0.0842 -0.2208 -3.7198  C105 1.090
119 H -0.0706 0.0178 -5.4400  C105 1.090
120 H 1.2565 -0.9958 -4.7949  C105 1.090
121 N 2.4272 -0.9938 2.6555  C122 1.307, H125 1.010, H126 1.010
122 C 2.3418 -1.3451 1.3999  N121 1.307, N123 1.302, O124 1.211
123 N 1.5903 -2.3929 1.2224  C122 1.302, H127 1.010, H128 1.010
124 O 2.9104 -0.6410 0.5950  C122 1.211
125 H 2.6981 -0.0450 2.8713  N121 1.010
126 H 1.9956 -1.5035 3.4131  N121 1.010
127 H 1.5422 -2.8602 0.3283  N123 1.010
128 H 1.1271 -2.7120 2.0613  N123 1.010
129 N 0.4960 1.2725 0.4599  C130 1.254, H133 1.010, H134 1.010
130 C 0.7584 1.7621 -0.6641  N129 1.254, N131 1.326, O132 1.222
131 N 1.7736 1.0896 -1.1889  C130 1.326, H135 1.010, H136 1.010
132 O 0.1969 2.7417 -1.1319  C130 1.222
133 H 0.9204 0.3652 0.5898  N129 1.010
134 H -0.1635 1.6692 1.1140  N129 1.010
135 H 2.4027 0.5062 -0.6559  N131 1.010
136 H 1.9389 1.2016 -2.1790  N131 1.010
137 N 4.9828 -1.1229 -5.4659  C138 1.282, H141 1.010, H142 1.010
138 C 4.3508 -0.0093 -5.5201  N137 1.282, N139 1.266, O140 1.240
139 N 3.8631 0.3339 -4.4034  C138 1.266, H143 1.010, H144 1.010
140 O 4.0227 0.5843 -6.5579  C138 1.240
141 H 5.1904 -1.6115 -6.3252  N137 1.010
142 H 5.4658 -1.4181 -4.6295  N137 1.010
143 H 3.0539 0.9383 -4.4062  N139 1.010
144 H 4.4388 -0.1237 -3.7111  N139 1.010
145 N 1.9358 3.2108 -6.0993  C146 1.280, H149 1.010, H150 1.010
146 C 1.2257 2.9637 -5.0631  N145 1.280, N147 1.265, O148 1.203
147 N 0.1990 3.6973 -4.9797  C146 1.265, H151 1.010, H152 1.010
148 O 1.3941 2.1219 -4.2202  C146 1.203
149 H 2.6665 2.5586 -6.3459  N145 1.010
150 H 1.6608 3.9057 -6.7787  N145 1.010
151 H 0.1210 4.4030 -5.6981  N147 1.010
152 H -0.3082 3.7669 -4.1090  N147 1.010
153 C 0.7751 1.2984 5.0463  C154 1.605, H156 1.090, H157 1.090, H158 1.090
154 C 0.8967 2.6229 5.9450  C153 1.605, O155 1.377, H159 1.090, H160 1.090
155 O -0.2848 3.3114 5.7868  C154 1.377, H161 0.960
156 H 1.7861 0.8937 5.0933  C153 1.090
157 H 0.4168 1.3463 4.0179  C153 1.090
158 H 0.1414 0.6011 5.5943  C153 1.090
159 H 1.7738 3.2594 5.8279  C154 1.090
160 H 1.1062 2.4122 6.9937  C154 1.090
161 H -0.2481 3.5068 4.8476  O155 0.960
162 C 2.1477 5.4036 -0.9471  C163 1.544, H165 1.090, H166 1.090, H167 1.090
163 C 0.8347 6.0783 -0.4958  C162 1.544, O164 1.396, H168 1.090, H169 1.090
164 O -0.1868 5.4811 -1.2361  C163 1.396, H170 0.960
165 H 2.1251 5.5593 -2.0257  C162 1.090
166 H 2.2610 4.3364 -0.7563  C162 1.090
167 H 3.0156 5.8263 -0.4410  C162 1.090
168 H 0.8283 7.1641 -0.5908  C163 1.090
169 H 0.7290 5.6693 0.5090  C163 1.090
170 H -0.0181 4.5367 -1.2710  O164 0.960
171 C -2.9832 2.5383 -3.9517  C172 1.485, H174 1.090, H175 1.090, H176 1.090
172 C -2.8268 3.1227 -2.5958  C171 1.485, O173 1.414, H177 1.090, H178 1.090
173 O -3.9402 3.5513 -1.8370  C172 1.414, H179 0.960
174 H -3.6595 1.6864 -3.8810  C171 1.090
175 H -2.0129 2.1659 -4.2802  C171 1.090
176 H -3.2652 3.3205 -4.6565  C171 1.090
177 H -1.9578 3.7795 -2.5557  C172 1.090
178 H -2.5242 2.2815 -1.9722  C172 1.090
179 H -3.8132 4.4583 -1.5491  O173 0.960